Run P
The following is a DFT calculation (ωB97M-V/def2-TZVPD) of a structure of composition C3H2N2O2.

```
! RIJCOSX wB97M-V def2-TZVPD def2/J DEFGRID3
* xyz 0 1
N -2.01741 -1.22427 -0.00862
C -1.39021 -0.21121 0.06345
O 0.86140 -0.75929 0.44748
C 1.61184 0.10563 -0.00837
O 1.30597 1.29352 -0.41816
C -1.12726 1.10348 0.17561
N -0.25301 1.95031 0.06503
H -1.69006 -2.16210 -0.20629
H 2.69874 -0.09606 -0.11011
*
```


Run Q
The following is a DFT calculation (ωB97M-V/def2-TZVPD) of the molecule C3H2N2O2.

```
! RIJCOSX wB97M-V def2-TZVPD def2/J DEFGRID3
* xyz 0 1
H -1.52994 -2.03133 -0.14971
N -1.77784 -1.04443 -0.06575
C -0.78290 -0.29714 0.10586
C -0.95541 1.13896 0.25362
N -1.01132 2.28481 0.38056
O 0.51943 -0.73879 0.26130
C 1.56483 0.05265 -0.16352
O 1.46267 1.03887 -0.82338
H 2.50454 -0.38557 0.19106
*
```

Values from the calculation:
Structure (SMILES) = [H]/N=C(/C#N)OC=O


Which one sits at the top of the stability order? run Q does.


Run P
The following is a DFT calculation (ωB97M-V/def2-TZVPD) of the molecule C3H2N2O2.

```
! RIJCOSX wB97M-V def2-TZVPD def2/J DEFGRID3
* xyz 0 1
H -2.54331 0.48616 -0.09840
N -1.99746 -0.43010 -0.00248
C -0.77543 -0.26670 0.01826
N 0.19099 -1.33378 0.00880
C 1.34914 -0.83054 0.00701
O 1.43600 0.52739 -0.03116
C 0.08532 0.97519 0.06946
O -0.04560 2.15541 -0.00041
H 2.30034 -1.28303 0.02892
*
```

Values from the calculation:
Structure (SMILES) = [H]/N=C1/N=COC1=O


Run Q
The following is a DFT calculation (ωB97M-V/def2-TZVPD) of a cluster of 2 separate species, C3H2N2O2 in total.

```
! RIJCOSX wB97M-V def2-TZVPD def2/J DEFGRID3
* xyz 0 1
O -2.46523 -0.10763 -1.30629
C -1.90013 0.15193 -0.31984
C -1.37323 0.87982 0.72666
N -0.76148 -0.29144 0.39833
O 0.21990 -0.99654 0.62516
H -1.50615 1.71031 1.41919
C 2.64711 -0.49454 -0.50023
N 2.55560 0.02338 -1.49255
H 2.58361 -0.87530 0.44958
*
```

Values from the calculation:
Structure (SMILES) = O=c1c[n+]1[O-].C#N


Which one sits at the top of the stability order? run P does.


Run P
The following is a DFT calculation (ωB97M-V/def2-TZVPD) of the molecule C3H2N2O2.

```
! RIJCOSX wB97M-V def2-TZVPD def2/J DEFGRID3
* xyz 0 1
O -1.07923 2.16858 0.29028
C -0.35053 1.12992 -0.05590
C 0.03481 0.02578 0.91509
C 0.20730 -1.15577 0.33246
N 0.58953 -1.20040 -0.97705
N 0.51881 -0.26471 -1.77526
O 0.11625 1.16003 -1.44603
H -0.50060 0.31789 1.98502
H 0.46365 -2.18131 0.73138
*
```

Values from the calculation:
Structure (SMILES) = O=c1ccnno1


Run Q
The following is a DFT calculation (ωB97M-V/def2-TZVPD) of the molecule C3H2N2O2.

```
! RIJCOSX wB97M-V def2-TZVPD def2/J DEFGRID3
* xyz 0 1
N -0.06567 -0.85925 0.98543
C -0.24956 -0.21261 -0.18468
O -0.13315 1.09692 0.05727
C -0.08104 1.80505 -1.14858
O 0.28568 2.93103 -1.17821
C 0.13163 -2.19699 0.87562
N 0.35584 -3.31783 0.70025
H 0.14144 -0.40163 1.87444
H -0.38518 1.15531 -1.98156
*
```


Run R
The following is a DFT calculation (ωB97M-V/def2-TZVPD) of the molecule C3H2N2O2.

```
! RIJCOSX wB97M-V def2-TZVPD def2/J DEFGRID3
* xyz 0 1
H -1.56734 -2.03070 -0.17494
N -1.76944 -1.03473 -0.08650
C -0.77334 -0.30013 0.12647
C -0.95049 1.13494 0.27690
N -0.99894 2.28042 0.41328
O 0.53326 -0.72431 0.32625
C 1.56389 0.04819 -0.17164
O 1.43161 0.99830 -0.87819
H 2.52403 -0.36202 0.16420
*
```

Values from the calculation:
Structure (SMILES) = [H]/N=C(/C#N)OC=O


Which one sits at the top of the stability order? run R does.


Run P
The following is a DFT calculation (ωB97M-V/def2-TZVPD) of a cluster of 2 separate species, C5H14NO3 in total.

```
! RIJCOSX wB97M-V def2-TZVPD def2/J DEFGRID3
* xyz -1 1
C -1.09971 -0.56447 1.97089
C -0.60207 -0.24598 0.55640
C 0.71772 0.52812 0.59006
C 0.64551 1.83302 1.35784
O 1.74908 -0.25598 1.17681
N -0.35599 -1.50212 -0.13953
C -0.13191 -1.30968 -1.62930
O -0.93044 -0.39243 -2.19516
H -1.42428 0.34603 2.47686
H -1.95577 -1.24057 1.93915
H -0.29950 -1.04118 2.53825
H -1.31454 0.40615 0.04513
H 1.01123 0.73962 -0.44291
H 0.49416 1.63647 2.42028
H 1.57063 2.39511 1.22962
H -0.17623 2.46307 1.01170
H 1.56503 -1.14911 0.92785
H -1.16822 -2.09554 -0.02083
H -0.26231 -2.32501 -2.06420
H 0.94970 -1.06686 -1.71783
H -0.30376 0.43063 -3.13185
H 1.03083 1.33196 -3.16547
O 0.29085 1.07877 -3.73377
*
```


Run Q
The following is a DFT calculation (ωB97M-V/def2-TZVPD) of a cluster of 2 separate species, C5H14NO3 in total.

```
! RIJCOSX wB97M-V def2-TZVPD def2/J DEFGRID3
* xyz -1 1
C -0.63406 1.15848 0.60962
N -1.34352 0.01237 -0.03749
C -2.53889 0.50373 -0.95010
O -2.07573 0.73557 -2.10922
C 0.69321 0.62163 1.06687
C 1.67047 0.20547 -0.08771
C 2.88169 1.12413 -0.21889
O 2.18015 -1.17037 0.03488
H -0.48162 2.07878 -0.13657
H -1.19827 1.65720 1.38733
H -0.61247 -0.27537 -0.68575
H -2.93210 1.44856 -0.38910
H -3.20480 -0.39816 -0.80409
H 0.55975 -0.33781 1.56856
H 1.18518 1.30887 1.76345
H 1.15822 0.04880 -1.09392
H 2.78770 2.14601 -0.61866
H 3.43836 1.37562 0.75523
H 3.64237 0.81729 -1.07155
H 2.32767 -1.42211 0.94789
H -1.68557 -1.96374 1.19862
H -0.22308 -2.62258 0.99656
O -1.07832 -2.76877 1.31505
*
```


Which one sits at the top of the stability order? run P does.


Run P
The following is a DFT calculation (ωB97M-V/def2-TZVPD) of a cluster of 9 separate species, C10H39NO9 in total.

```
! RIJCOSX wB97M-V def2-TZVPD def2/J DEFGRID3
* xyz 0 1
C 7.10127 -20.76548 5.69631
O 5.73431 -21.08081 5.77020
C 5.03981 -20.27598 6.68974
C 5.18839 -20.73801 8.13311
C 4.39925 -22.01765 8.36861
N 4.64038 -19.66930 8.98481
H 7.26442 -19.73990 5.34915
H 7.60019 -21.48281 5.04620
H 7.62546 -20.86303 6.66322
H 5.30704 -19.21684 6.58520
H 3.97719 -20.36585 6.45125
H 6.23430 -20.94915 8.39252
H 4.69151 -22.77978 7.63826
H 3.33575 -21.84176 8.19978
H 4.58102 -22.41986 9.36475
H 4.65626 -19.94405 9.95932
H 5.22907 -18.84580 8.90127
C 6.79215 -15.59134 9.87908
C 7.44133 -16.84587 10.43384
O 7.08158 -17.97667 9.63077
H 7.51429 -14.83640 9.58364
H 6.08130 -15.19630 10.59628
H 6.20315 -15.89266 9.01437
H 6.92750 -17.00665 11.40522
H 8.47008 -16.87484 10.80711
H 7.39388 -18.79424 10.05075
C 6.07713 -12.13774 9.64682
C 6.15997 -10.63381 9.53610
O 6.73495 -10.26624 8.26640
H 5.43079 -12.56359 8.87690
H 5.82418 -12.41899 10.66763
H 7.06117 -12.56770 9.43600
H 6.80617 -10.26191 10.33721
H 5.17156 -10.17747 9.63640
H 7.32198 -9.52184 8.41357
C 8.13738 -13.01266 14.17912
C 7.20671 -13.59792 13.13889
O 6.07444 -12.74557 13.00253
H 7.59592 -12.87048 15.11352
H 8.47966 -12.03165 13.84256
H 9.02597 -13.62479 14.33816
H 6.89180 -14.61489 13.40370
H 7.74053 -13.69911 12.18069
H 5.30446 -13.30238 12.80286
O 4.09007 -14.55216 12.20012
H 3.89791 -14.68625 11.25791
H 3.26725 -14.71864 12.66876
O 7.84360 -20.46517 10.80742
H 8.24106 -20.99610 10.10798
H 8.30120 -20.72554 11.61316
O 3.28408 -15.52381 9.64994
H 3.06183 -15.66130 8.72416
H 2.68563 -16.10684 10.13106
O 6.08938 -16.69157 6.14067
H 5.83647 -16.60813 7.06702
H 5.31250 -16.44359 5.63130
O 8.88397 -17.07784 7.25334
H 8.01485 -17.13686 6.83966
H 8.72941 -17.35224 8.16391
*
```

Values from the calculation:
Structure (SMILES) = COC[C@H](C)N.CCO.CCO.CCO.O.O.O.O.O


Run Q
The following is a DFT calculation (ωB97M-V/def2-TZVPD) of a cluster of 9 separate species, C10H39NO9 in total.

```
! RIJCOSX wB97M-V def2-TZVPD def2/J DEFGRID3
* xyz 0 1
C 3.71986 2.79154 -0.22633
O 4.20320 3.47233 -1.36212
C 3.30654 4.47089 -1.80428
C 3.99214 5.29851 -2.87192
C 3.11179 6.48309 -3.25345
N 4.17885 4.44211 -4.07733
H 3.47137 3.48557 0.58492
H 4.48180 2.09056 0.10373
H 2.79677 2.25029 -0.46884
H 2.38384 4.04234 -2.21155
H 3.03647 5.14574 -0.97891
H 4.98003 5.64369 -2.55296
H 2.09125 6.18964 -3.48434
H 3.58911 7.03319 -4.06551
H 3.07679 7.19491 -2.42000
H 4.75459 3.65177 -3.79613
H 4.74447 4.96844 -4.73708
C -2.44622 -2.29019 5.44438
C -2.86631 -2.26476 3.97681
C -1.94644 -3.16515 3.14285
O -4.23680 -2.64263 3.86130
H -2.45070 -3.34786 5.77361
H -3.16970 -1.84739 6.12724
H -1.41608 -1.98233 5.61532
H -2.83712 -1.22243 3.64892
H -2.08621 -2.94168 2.08674
H -2.24156 -4.18825 3.38653
H -0.90310 -3.01713 3.41554
H -4.29451 -3.56613 4.13387
C 0.89158 -0.10169 -0.52335
C 0.18929 -0.85433 0.60747
C -1.09674 -0.13391 1.00406
O -0.06375 -2.21116 0.28624
H 1.97745 -0.18641 -0.52710
H 0.58707 0.94386 -0.60855
H 0.57007 -0.45184 -1.51048
H 0.84104 -0.87940 1.47938
H -1.89787 -0.37481 0.29385
H -1.01503 0.94506 1.10053
H -1.51786 -0.53899 1.92817
H -0.47172 -2.37653 -0.57043
O -3.65931 -2.76765 -0.39894
H -2.89369 -3.23111 -0.76513
H -4.15400 -3.45191 0.06427
O 0.41828 -4.96263 0.46454
H 0.71828 -5.45652 1.23218
H 0.44382 -4.02844 0.72492
O -1.71224 -4.69437 -1.93755
H -1.26715 -3.89643 -2.26584
H -1.05009 -5.15304 -1.40358
O -5.16938 -1.20371 1.46574
H -5.12554 -1.49918 2.38507
H -4.34807 -1.53041 1.07401
O -0.91356 2.99265 -3.02007
H -0.57605 2.24602 -2.51677
H -1.42466 3.50365 -2.38473
O -0.06295 -2.51938 -2.81054
H 0.04499 -1.96541 -3.59101
H 0.71367 -2.34066 -2.26740
*
```

Values from the calculation:
Structure (SMILES) = COC[C@H](C)N.CC(C)O.CC(C)O.O.O.O.O.O.O


Which one sits at the top of the stability order? run Q does.